ORCA calculation (ωB97M-V with the def2-TZVPD basis set) on a cluster of 3 separate species, C13H26F3N2O8P in total.

Properties
HOMO ... -9.50 eV
LUMO level ... 0.2 eV
Spin multiplicity ... 1
SMILES ... CC(=O)OCCCCO[P@@](=O)(O)OC(F)(F)F.CN(C)C=O.CN(C)C=O

CARTESIAN COORDINATES (ANGSTROEM)
P 0.125 1.098 0.786
F -3.221 -0.472 0.366
F -1.486 -1.562 0.969
F -2.220 0.045 2.201
O 0.888 0.104 1.536
O 6.157 1.123 -1.768
O 0.721 1.686 -0.529
O 1.391 -1.857 -3.996
O -1.312 0.536 0.225
O 5.747 -0.806 -0.712
O -0.279 2.423 1.548
O -7.410 3.143 4.909
N -5.760 2.704 3.419
N 0.156 -3.487 -3.018
C 6.045 1.208 0.603
C 1.302 0.696 -1.438
C 5.973 0.539 -0.740
C 2.823 0.696 -1.345
C -2.039 -0.369 0.930
C -4.962 3.819 3.898
C -5.257 1.879 2.340
C -1.090 -2.872 -3.447
C -6.954 2.476 4.003
C 4.380 -1.164 -0.455
C 3.423 -0.713 -1.549
C 1.313 -2.892 -3.361
C 0.116 -4.708 -2.240
H 3.927 -0.743 -2.514
H 4.384 -2.251 -0.385
H -5.506 4.756 3.783
H 3.226 1.397 -2.076
H -1.130 -2.807 -4.534
H 1.131 -5.024 -2.007
H -1.056 2.288 2.107
H -1.175 -1.861 -3.047
H -0.423 -4.552 -1.303
H 0.904 -0.292 -1.199
H -4.039 3.867 3.324
H 5.934 0.516 1.432
H -4.314 1.411 2.624
H -5.977 1.096 2.111
H -1.923 -3.473 -3.089
H 4.061 -0.779 0.520
H -7.488 1.611 3.574
H 2.203 -3.427 -2.986
H 0.945 0.958 -2.431
H 2.596 -1.421 -1.589
H 6.999 1.732 0.662
H 5.262 1.968 0.651
H -4.727 3.696 4.955
H -0.377 -5.506 -2.798
H -5.098 2.478 1.439
H 3.090 1.086 -0.360

Results of the Mulliken charge analysis, in e, for atoms 1 through 4:
1 P 1.178
2 F -0.264
3 F -0.233
4 F -0.291

ORCA calculation (ωB97M-V with the def2-TZVPD basis set) on an isolated molecule of C2H3N3O3 in a non-equilibrium geometry.

Properties
HOMO ... -9.23 eV
Relative energy (zero: lowest compared OMol25 entry of this formula, charge and spin) ... 611.9 kJ/mol
LUMO level ... 0.5 eV
Spin multiplicity ... 1
SMILES ... ONC1=NOC=NO1

CARTESIAN COORDINATES (ANGSTROEM)
O -0.481 -0.730 -0.483
O 0.829 1.181 -2.192
O -0.191 -0.227 1.910
N 0.548 0.583 1.101
N -1.659 -0.885 0.314
N 1.383 0.465 -0.972
C -1.198 -0.785 1.504
C 0.437 0.002 -0.105
H -1.772 -1.282 2.255
H 0.276 0.320 -2.776
H 1.829 1.357 -0.554

Results of the Mulliken charge analysis, in e, for atoms 1 through 4:
1 O -0.188
2 O -0.458
3 O -0.089
4 N -0.470

ORCA calculation (ωB97M-V with the def2-TZVPD basis set) on a cluster of 2 separate species, C8H18O6P in total in a non-equilibrium geometry.

Properties
HOMO ... -3.08 eV
Net charge ... -1
Relative energy (zero: lowest compared OMol25 entry of this formula, charge and spin) ... 80.5 kJ/mol
LUMO level ... 2.7 eV
Spin multiplicity ... 1

CARTESIAN COORDINATES (ANGSTROEM)
P -2.233 -0.894 0.389
O -0.494 3.154 1.029
O -2.556 2.366 0.580
O -0.798 -1.043 -0.626
O -1.712 4.090 -0.611
O 1.779 -1.560 -1.714
O -2.444 -2.641 0.384
C -0.110 -2.193 -0.157
C 3.071 -1.698 0.459
C -0.580 4.927 -0.417
C -1.178 -3.307 0.315
C 2.320 -0.841 -0.624
C 0.375 4.032 0.326
C -1.679 3.127 0.357
C 0.854 -2.573 -1.322
H -1.143 -4.294 -0.205
H 0.374 -1.936 0.823
H 4.184 -1.664 0.347
H 2.826 -1.260 1.461
H 1.013 4.582 1.018
H 1.422 -3.518 -1.108
H 1.586 -0.148 -0.135
H -3.182 -0.883 -0.729
H -2.073 0.506 0.185
H -0.880 5.799 0.171
H 1.005 3.443 -0.347
H -0.180 5.265 -1.373
H -3.338 -0.812 1.319
H -1.374 -0.860 1.580
H 0.212 -2.793 -2.211
H -0.943 -3.449 1.409
H 3.091 -0.155 -1.068
H 2.786 -2.769 0.497

Results of the Mulliken charge analysis, in e, for atoms 1 through 4:
1 P 0.366
2 O -0.296
3 O -0.544
4 O -0.375

ORCA calculation (ωB97M-V with the def2-TZVPD basis set) on an isolated molecule of C20H31N5O4.

Properties
HOMO ... -8.62 eV
Relative energy (zero: lowest compared OMol25 entry of this formula, charge and spin) ... 139.1 kJ/mol
LUMO level ... 0.4 eV
Spin multiplicity ... 1
SMILES ... CC(C)Cn1[nH]c(CC(=O)N2CC(CN(C)C(=O)CC(=O)NC3CC3)C2)cc1=O

CARTESIAN COORDINATES (ANGSTROEM)
O -1.070 0.156 -1.238
O -0.122 -0.227 -5.301
O 1.881 -2.533 2.848
O -2.813 0.091 4.778
N -2.869 0.639 2.592
N -2.637 -1.426 -1.399
N 0.346 0.914 -3.404
N 2.185 -0.258 2.975
N 1.344 0.856 3.078
C -3.835 -0.357 2.128
C 1.440 1.635 -3.978
C -2.304 0.642 3.820
C 2.815 1.039 -3.925
C 4.192 0.655 -0.032
C 3.400 -0.177 2.193
C -1.713 -0.610 -1.954
C -1.522 -0.695 -3.458
C 0.115 -0.976 3.514
C -2.253 0.819 1.265
C -0.350 0.021 -4.130
C -0.954 1.337 3.907
C -2.732 -1.453 0.060
C 0.123 0.370 3.524
C 3.261 -0.337 0.659
C 2.453 2.202 -3.038
C -3.479 -2.356 -2.132
C 1.834 -0.159 0.151
C 1.443 -1.422 3.097
C -3.285 -0.179 0.689
H -3.662 -1.340 2.575
H 2.316 2.001 -1.984
H 4.065 -0.943 2.589
H 1.748 1.598 3.641
H -0.708 -1.625 3.758
H 4.198 0.508 -1.113
H -4.495 -2.310 -1.738
H -3.117 -3.383 -2.036
H -3.385 -2.290 0.309
H 3.852 0.792 2.423
H 3.865 1.680 0.166
H -1.746 -1.670 0.482
H -1.223 0.470 1.201
H -4.004 0.285 0.014
H 5.221 0.559 0.324
H -4.876 -0.075 2.283
H 2.900 0.064 -3.463
H 2.867 3.174 -3.263
H -2.422 -0.317 -3.952
H 1.452 0.843 0.363
H -0.818 1.666 4.938
H 3.475 1.210 -4.763
H -2.318 1.837 0.884
H 1.184 2.202 -4.864
H 0.085 1.027 -2.432
H -1.434 -1.738 -3.763
H 3.576 -1.353 0.407
H -3.522 -2.101 -3.185
H 1.802 -0.307 -0.930
H -0.914 2.208 3.251
H 1.146 -0.882 0.591

Results of the Mulliken charge analysis, in e, for atoms 1 through 4:
1 O -0.722
2 O -0.673
3 O -0.722
4 O -0.638

ORCA calculation (ωB97M-V with the def2-TZVPD basis set) on an isolated molecule of C19H19NO2 in a non-equilibrium geometry.

Properties
HOMO ... -8.11 eV
Relative energy (zero: lowest compared OMol25 entry of this formula, charge and spin) ... 249.9 kJ/mol
LUMO level ... 0.5 eV
Spin multiplicity ... 1
SMILES ... CC(=O)C(C(C)=O)[C@@H](C)n1c2ccccc2c2ccccc21

CARTESIAN COORDINATES (ANGSTROEM)
O 0.288 4.048 0.198
O -2.319 3.898 0.556
N 0.097 -0.336 0.372
C -0.827 0.856 0.692
C 1.938 -1.709 0.247
C -1.490 -1.786 -0.944
C 3.982 -1.410 1.463
C 0.858 -2.317 -0.494
C -0.451 -3.850 -1.828
C 0.777 -3.501 -1.240
C -2.303 2.882 -0.103
C -1.035 2.014 -0.396
C -0.286 -1.487 -0.325
C -1.553 -2.980 -1.676
C 1.443 2.195 -0.703
C -2.113 0.394 1.351
C 2.214 0.287 1.664
C 0.240 2.914 -0.233
C 3.482 -0.203 1.990
C 1.435 -0.510 0.828
C 3.226 -2.171 0.548
C -3.537 2.354 -0.793
H -4.404 2.399 -0.113
H 1.688 -4.076 -1.357
H -1.072 1.762 -1.487
H 2.313 2.353 -0.070
H -0.156 1.430 1.394
H 3.602 -3.069 0.050
H 1.622 2.526 -1.724
H 4.070 0.372 2.699
H -2.887 0.179 0.600
H -2.034 -0.492 2.000
H -3.402 1.306 -1.137
H -2.485 -3.286 -2.142
H -0.506 -4.770 -2.453
H -3.702 3.023 -1.640
H 1.768 1.215 2.064
H -2.369 1.298 1.939
H 1.256 1.117 -0.730
H 4.993 -1.734 1.732
H -2.361 -1.135 -0.803

Results of the Mulliken charge analysis, in e, for atoms 1 through 4:
1 O -0.566
2 O -0.524
3 N 0.617
4 C 0.108

ORCA calculation (ωB97M-V with the def2-TZVPD basis set) on a structure of composition C7H9BF2N3O7Sn in a non-equilibrium geometry.

Properties
HOMO ... -11.55 eV
Net charge ... +1
LUMO level ... -8.4 eV
Spin multiplicity ... 1

CARTESIAN COORDINATES (ANGSTROEM)
Sn 1.931 3.074 -2.170
F -0.406 -2.860 1.470
F -1.737 -2.875 -0.713
O 1.648 -3.007 -0.716
O -1.298 -1.011 2.119
O -1.125 -1.426 -2.233
O -3.076 0.719 -1.351
O 1.779 0.761 1.638
O 2.201 -1.433 -2.079
O -1.032 1.587 -1.582
N 0.942 0.398 -1.170
N -0.530 -1.080 -0.030
N 2.396 -1.621 1.800
C -2.287 1.473 -0.904
C -0.782 -1.655 1.262
C 0.064 1.468 -0.795
C 0.888 -0.752 -0.270
C -1.128 -1.794 -1.105
C 1.625 -1.851 -1.073
C -2.613 2.334 0.286
B 1.730 -0.544 1.115
H 3.402 -1.507 1.826
H -3.310 1.770 0.875
H 1.898 0.720 -1.231
H 2.061 -1.610 2.758
H -1.761 2.526 0.925
H 0.980 0.962 2.131
H 0.726 2.409 -1.047
H -0.149 1.539 0.263
H -3.037 3.285 0.001

Results of the Mulliken charge analysis, in e, for atoms 1 through 4:
1 Sn 0.956
2 F -0.163
3 F -0.270
4 O -0.508

ORCA calculation (ωB97M-V with the def2-TZVPD basis set) on a cluster of 2 separate species, CH7O2 in total in a non-equilibrium geometry.

Properties
HOMO ... -17.86 eV
Net charge ... +1
Relative energy (zero: lowest compared OMol25 entry of this formula, charge and spin) ... 8.6 kJ/mol
LUMO level ... -3.8 eV
Spin multiplicity ... 1

CARTESIAN COORDINATES (ANGSTROEM)
O -0.238 0.698 -0.040
O 1.904 -0.513 -0.024
C -1.521 -0.025 0.184
H 2.150 -1.316 -0.493
H -2.294 0.686 -0.060
H -0.381 1.514 -0.533
H -1.495 -0.931 -0.405
H 0.697 0.259 -0.095
H 2.688 -0.067 0.233
H -1.511 -0.304 1.233

Results of the Mulliken charge analysis, in e, for atoms 1 through 4:
1 O -0.327
2 O -0.604
3 C -0.481
4 H 0.342

ORCA calculation (ωB97M-V with the def2-TZVPD basis set) on an isolated molecule of C2H6O2S2 in a non-equilibrium geometry.

Properties
HOMO ... -9.37 eV
Relative energy (zero: lowest compared OMol25 entry of this formula, charge and spin) ... 150.3 kJ/mol
LUMO level ... 0.5 eV
Spin multiplicity ... 1
SMILES ... OC(O)(S)CS

CARTESIAN COORDINATES (ANGSTROEM)
S 1.156 1.404 1.000
S -0.867 -1.163 -1.893
O 0.332 -1.074 1.476
O -1.244 0.569 0.599
C 0.021 -0.037 0.616
C 0.537 -0.702 -0.870
H 1.284 0.105 -1.289
H 0.263 2.472 0.979
H 1.197 -1.400 -0.579
H -1.643 0.383 -0.253
H 0.339 -0.623 2.348
H -1.377 0.066 -2.134

Results of the Mulliken charge analysis, in e, for atoms 1 through 4:
1 S -0.291
2 S -0.200
3 O -0.494
4 O -0.444

ORCA calculation (ωB97M-V with the def2-TZVPD basis set) on a cluster of 2 separate species, BrClINO in total in a non-equilibrium geometry.

Properties
HOMO ... -10.00 eV
Relative energy (zero: lowest compared OMol25 entry of this formula, charge and spin) ... 3.8 kJ/mol
LUMO level ... -1.4 eV
Spin multiplicity ... 1
SMILES ... O=NBr.ClI

CARTESIAN COORDINATES (ANGSTROEM)
I 3.075 -1.305 -1.377
Br -1.295 1.830 1.130
Cl 1.829 -0.086 0.100
O -1.873 -0.353 -0.498
N -1.736 -0.085 0.645

Results of the Mulliken charge analysis, in e, for atoms 1 through 4:
1 I 0.163
2 Br -0.087
3 Cl -0.169
4 O -0.130

ORCA calculation (ωB97M-V with the def2-TZVPD basis set) on a cluster of 4 separate species, C32H73BF2N15O10P4 in total in a non-equilibrium geometry.

Properties
HOMO ... -9.77 eV
Net charge ... +1
LUMO level ... -2.9 eV
Spin multiplicity ... 1

CARTESIAN COORDINATES (ANGSTROEM)
P 0.708 2.035 2.958
P 4.278 1.052 7.187
P -1.690 -5.661 -3.604
P -1.821 4.181 -4.625
F -0.574 -3.449 -0.085
F 3.543 -1.528 -0.852
O 1.204 -4.590 -0.552
O -0.395 -1.212 -2.150
O -1.411 3.522 -3.318
O -2.193 -4.591 -2.645
O 0.282 3.451 3.551
O 2.278 2.194 2.655
O 2.510 -2.775 -2.319
O 4.739 -0.185 6.459
O 3.162 -0.504 2.069
O 0.419 1.027 3.970
N 0.810 -1.209 -0.113
N -0.494 0.454 -0.484
N 5.568 2.107 6.814
N -0.441 3.751 -5.538
N -1.492 -4.602 -4.937
N 1.538 -2.389 -0.215
N -2.769 4.714 -6.029
N 4.348 0.412 8.809
N 1.395 -1.789 3.107
N -3.142 -6.621 -3.641
N -1.771 5.817 -3.996
N 0.923 -0.396 0.976
N 3.144 2.321 7.655
N -0.060 1.727 1.483
N -0.748 -6.953 -4.387
C 3.011 2.795 9.018
C 2.072 -3.116 3.030
C -2.767 6.092 -6.483
C 6.183 3.092 7.675
C 0.111 0.654 0.694
C -4.180 0.568 1.067
C -1.076 2.725 0.998
C 0.726 -3.539 -0.314
C -3.327 1.542 0.551
C -0.514 6.547 -3.933
C -0.065 -1.986 3.086
C 3.780 -0.934 8.895
C -5.005 0.042 -1.132
C -1.812 -4.828 -6.328
C -0.439 2.358 -5.959
C -5.009 -0.176 0.240
C -3.661 -6.891 -2.300
C 5.588 0.463 9.572
C -0.322 -3.749 -4.809
C -4.244 -6.257 -4.522
C -3.316 1.743 -0.821
C -0.073 -0.670 -0.998
C -4.151 1.008 -1.645
C 2.549 -2.296 -1.251
C 0.300 4.576 -6.467
C 5.571 2.549 5.431
C -1.375 -7.980 -5.198
C 0.192 -7.593 -3.443
C 1.810 2.054 7.087
C -2.477 2.327 1.528
C -4.163 4.231 -5.961
C -2.464 5.938 -2.716
B 1.862 -0.916 2.084
H -0.339 -2.755 3.811
H 0.505 5.565 -6.071
H 3.410 -0.274 2.978
H -1.761 6.457 -6.682
H 0.910 -8.218 -3.975
H -0.198 4.677 -7.443
H -4.668 4.369 -6.917
H 0.573 2.027 -6.198
H 5.583 4.010 7.774
H 1.164 2.930 7.165
H -4.306 -7.771 -2.323
H 7.152 3.377 7.260
H 2.466 2.010 1.722
H -1.976 -7.558 -6.001
H 0.301 5.950 -3.500
H -2.985 3.203 1.939
H -0.614 -1.087 3.365
H -2.660 2.483 -1.269
H 2.917 -3.093 2.342
H -1.079 2.196 -6.839
H -0.632 7.445 -3.324
H -0.580 -8.556 -5.677
H -4.179 3.159 -5.741
H -5.651 -0.924 0.691
H 6.562 2.897 5.136
H -1.996 -8.670 -4.620
H 5.313 1.723 4.764
H -1.851 -3.868 -6.848
H 0.600 -4.278 -5.095
H 2.355 3.669 9.007
H -1.089 -1.893 -2.033
H 2.578 2.052 9.694
H 4.847 3.363 5.260
H -2.303 1.671 2.388
H -4.229 -6.045 -1.898
H 1.904 1.821 6.023
H 5.789 1.467 9.947
H 0.728 4.138 3.027
H -2.748 6.978 -2.545
H -3.302 6.128 -7.436
H -0.419 -2.859 -5.433
H 0.765 -6.829 -2.908
H -5.136 -6.826 -4.259
H 6.396 2.702 8.665
H 1.313 1.207 7.578
H 6.456 0.121 8.993
H -4.495 -5.189 -4.466
H -1.846 5.596 -1.876
H 5.508 -0.167 10.459
H -0.192 -3.399 -3.783
H -0.204 6.902 -4.915
H 1.367 -3.841 2.605
H -2.847 -7.102 -1.602
H -1.068 -5.453 -6.845
H -1.040 2.782 -0.088
H 3.962 3.130 9.430
H -0.327 -8.210 -2.699
H -2.797 -5.268 -6.460
H 2.883 -1.018 8.278
H -0.451 -2.321 2.113
H -3.382 5.345 -2.712
H -4.740 4.745 -5.182
H -0.802 1.713 -5.156
H -3.260 6.779 -5.790
H -5.678 -0.530 -1.757
H 2.354 -3.497 4.011
H -0.843 3.723 1.361
H 4.484 -1.703 8.561
H -4.215 0.373 2.134
H -4.155 1.165 -2.718
H 3.487 -1.145 9.925
H -4.031 -6.513 -5.560
H 1.278 4.124 -6.643

Results of the Mulliken charge analysis, in e, for atoms 1 through 4:
1 P 0.832
2 P 0.799
3 P 0.855
4 P 0.775

ORCA calculation (ωB97M-V with the def2-TZVPD basis set) on a structure of composition C21H33AlCl2N4O3 in a non-equilibrium geometry.

Properties
HOMO ... -6.15 eV
LUMO level ... 0.4 eV
Spin multiplicity ... 1

CARTESIAN COORDINATES (ANGSTROEM)
Cl -3.185 -0.382 1.324
Cl -0.094 1.925 0.025
Al -1.184 -0.084 0.400
O 1.279 -0.144 -3.598
O 1.653 -0.289 0.069
O -0.586 -1.859 -0.323
N 0.189 0.072 4.348
N -0.074 -0.230 2.168
N 3.082 1.014 -1.131
N -0.051 -3.990 -0.913
C 0.681 -4.923 -1.784
C 0.606 3.859 -3.865
C 0.761 -1.250 2.660
C -1.015 -4.681 -0.043
C -0.364 1.559 -3.728
C 2.411 -0.121 -0.890
C 0.384 2.626 -3.200
C -1.919 0.081 -1.238
C 0.035 4.084 -5.112
C 0.068 0.161 -3.412
C -0.748 3.057 -5.672
C -2.688 -1.106 -1.883
C 0.090 -2.668 -0.974
C 0.822 -1.125 4.032
C 3.605 1.348 -2.449
C -2.532 1.287 -1.550
C -1.189 1.802 3.178
C -4.030 1.512 -1.328
C -0.978 1.826 -4.980
C -0.308 0.571 3.184
C 3.549 1.753 0.022
H 0.837 2.435 -2.226
H 4.696 1.219 -2.497
H -2.123 2.216 -2.012
H 0.002 0.443 5.274
H 1.397 -4.365 -2.408
H -0.481 -5.310 0.680
H -3.202 -1.888 -1.345
H 0.173 5.021 -5.615
H -2.217 1.442 3.273
H -4.632 0.634 -1.102
H -2.184 -1.585 -2.698
H -1.608 1.058 -5.436
H 2.552 -0.933 -1.638
H 3.377 2.394 -2.693
H 3.093 2.745 0.056
H 1.134 -1.849 4.780
H -4.182 2.234 -0.539
H -0.883 -0.426 -3.716
H -0.006 -5.482 -2.444
H -0.904 2.472 3.994
H 3.243 1.194 0.910
H 4.638 1.865 0.009
H -1.047 2.298 2.215
H -3.376 -0.528 -2.493
H 1.248 4.613 -3.365
H -1.664 -3.973 0.481
H -1.624 -5.367 -0.644
H -1.197 3.218 -6.695
H 1.227 -5.668 -1.183
H 1.272 -1.961 2.060
H 3.111 0.687 -3.174
H -4.500 2.002 -2.188
H 0.882 -2.347 -1.679

Results of the Mulliken charge analysis, in e, for atoms 1 through 4:
1 Cl -0.435
2 Cl -0.604
3 Al 0.096
4 O -0.601